[1]
ORCA calculation (ωB97M-V with the def2-TZVPD basis set) on a 2-piece molecular cluster, C36H42N3O overall at a distorted geometry.

Last column: Mulliken charge in e.
Atoms and positions in Å:
O1 1.258 3.236 -0.621  -0.610
N1 1.148 1.333 1.575  0.097
N2 5.267 -4.036 -1.178  0.138
N3 -6.439 -4.099 -1.235  0.100
C1 1.623 7.212 -0.286  -0.707
C2 -1.644 4.407 1.285  -0.353
C3 -4.095 -3.937 -0.543  -0.571
C4 -5.259 -3.369 -1.125  0.227
C5 0.744 -0.729 -0.247  0.140
C6 -1.612 -1.129 -1.034  0.291
C7 4.189 -3.219 -0.826  -0.172
C8 2.227 0.586 2.243  -0.495
C9 -5.221 -2.031 -1.623  -0.650
C10 1.433 7.076 2.120  -0.774
C11 3.247 -0.987 -0.592  -0.190
C12 -1.320 2.350 0.063  -0.406
C13 1.397 2.766 1.746  -1.044
C14 1.617 7.836 0.962  -0.587
C15 1.366 5.840 -0.393  -0.550
C16 1.147 5.100 0.764  -0.481
C17 1.784 -2.926 -0.633  -0.945
C18 -3.016 4.121 1.394  -0.781
C19 -3.529 2.943 0.850  -0.708
C20 2.933 2.900 1.778  -0.753
C21 -0.779 3.472 0.689  -0.967
C22 0.752 3.627 0.652  3.537
C23 1.918 -1.516 -0.485  0.559
C24 -2.853 -1.859 -0.998  0.404
C25 5.202 -4.786 -2.427  -0.925
C26 -2.680 2.057 0.180  -0.317
C27 3.418 1.560 2.348  -0.590
C28 6.163 -4.602 -0.176  -0.899
C29 -0.545 -1.321 -0.168  -0.809
C30 -6.966 -4.424 -2.556  -0.949
C31 4.350 -1.818 -0.651  -0.465
C32 -4.044 -1.312 -1.574  -0.503
C33 2.884 -3.750 -0.770  -0.393
C34 -6.892 -5.003 -0.181  -1.017
C35 -2.926 -3.186 -0.467  -0.536
C36 1.237 5.700 2.023  -0.184
H1 -4.588 2.710 0.923  0.422
H2 -0.706 -2.047 0.640  0.661
H3 1.740 8.916 1.042  0.395
H4 5.361 -1.409 -0.655  0.506
H5 -1.287 5.386 1.611  0.362
H6 1.306 2.263 -0.655  0.122
H7 0.783 -3.362 -0.676  0.501
H8 1.109 5.080 2.913  0.332
H9 -6.736 -4.553 0.811  0.324
H10 1.330 5.356 -1.368  0.435
H11 4.851 -4.137 -3.242  0.298
H12 0.859 0.349 -0.231  -0.300
H13 1.914 0.228 3.242  0.386
H14 -3.064 1.147 -0.280  0.300
H15 3.288 3.017 0.733  0.329
H16 -3.682 4.819 1.908  0.402
H17 4.528 -5.659 -2.367  0.324
H18 2.759 -4.829 -0.859  0.425
H19 6.208 -5.141 -2.682  0.321
H20 1.440 7.537 3.106  0.400
H21 -8.064 -4.452 -2.500  0.301
H22 3.712 1.656 3.398  0.284
H23 7.119 -4.813 -0.678  0.334
H24 -6.399 -5.995 -0.216  0.342
H25 -4.126 -4.991 -0.227  0.306
H26 -6.139 -1.580 -2.031  0.465
H27 -6.648 -3.653 -3.267  0.346
H28 4.298 1.223 1.791  0.326
H29 -0.693 1.745 -0.596  0.450
H30 3.250 3.801 2.335  0.429
H31 -6.618 -5.417 -2.908  0.275
H32 -7.971 -5.143 -0.333  0.335
H33 -1.520 -0.402 -1.845  0.554
H34 2.479 -0.312 1.666  0.090
H35 -4.011 -0.314 -2.019  0.449
H36 -2.024 -3.668 -0.074  0.258
H37 0.239 1.040 1.942  0.293
H38 5.752 -5.542 0.250  0.281
H39 3.374 0.099 -0.657  0.515
H40 0.972 3.048 2.728  0.531
H41 1.814 7.788 -1.188  0.416
H42 6.307 -3.870 0.630  0.309

Results
2S+1: 1
HOMO energy: -10.19 eV
Energy above the lowest of the compared OMol25 structures with the same formula, charge and spin: 67.2 kcal/mol
Kohn-Sham gap: 5.0274 eV
Net charge: +1

[2]
ORCA calculation (ωB97M-V with the def2-TZVPD basis set) on C29H58N6O8S as an isolated structure at a distorted geometry.

Last column: Mulliken charge in e.
Atoms and positions in Å:
S1 -3.929 3.098 1.006  0.175
O1 3.195 -10.032 0.825  -0.339
O2 -2.559 -4.703 1.923  -0.381
O3 0.830 2.020 -3.937  -0.395
O4 1.173 6.046 -5.993  -0.332
O5 1.608 4.562 1.113  -0.388
O6 0.509 -7.109 3.008  -0.431
O7 0.179 7.653 4.104  -0.339
O8 -4.004 -6.042 0.863  -0.497
N1 -2.973 -0.393 -1.971  -0.354
N2 0.315 -9.930 1.638  -0.317
N3 -0.898 6.397 1.608  -0.341
N4 -3.747 2.121 -0.332  -0.634
N5 1.023 5.064 -3.168  -0.158
N6 -3.349 2.229 2.313  -0.637
C1 1.289 3.877 -2.356  -0.219
C2 -2.942 1.020 1.724  0.583
C3 3.612 -10.824 1.925  -0.719
C4 -3.192 0.955 0.221  0.764
C5 -2.217 -1.432 0.227  -0.301
C6 0.651 8.827 3.465  -0.711
C7 0.840 -9.785 0.283  -0.141
C8 -1.308 -2.607 2.489  -0.978
C9 -0.468 0.221 -1.982  -0.397
C10 -0.204 6.371 -6.090  -0.699
C11 -0.745 -8.978 1.969  -1.133
C12 -1.198 7.382 3.848  -0.832
C13 -0.387 -7.487 1.971  -0.052
C14 0.255 4.139 1.229  -0.395
C15 -1.333 -3.965 1.694  0.063
C16 -1.349 6.141 2.974  -0.081
C17 2.204 5.600 -3.839  -0.259
C18 -0.771 5.191 0.790  -0.396
C19 1.821 6.652 -4.875  -0.805
C20 0.768 2.581 -5.239  -0.634
C21 1.792 2.619 -3.077  -0.921
C22 2.094 5.305 2.218  -0.654
C23 -3.024 -5.347 0.758  0.301
C24 -1.621 -0.701 -2.555  -0.599
C25 -1.956 -1.397 1.713  0.794
C26 -2.313 -0.155 2.414  -1.004
C27 1.882 -7.306 2.709  -0.600
C28 2.112 -10.604 0.092  -0.810
C29 -2.795 -0.290 -0.511  -0.181
H1 -0.821 1.282 -1.903  0.081
H2 -2.402 5.843 2.955  0.312
H3 2.000 1.871 -2.305  0.380
H4 2.759 4.811 -4.361  0.208
H5 -2.588 -5.234 -0.273  0.356
H6 0.329 4.823 -3.865  -0.007
H7 -0.112 -0.109 -0.957  0.230
H8 2.205 -8.296 3.037  0.180
H9 -1.590 -9.141 1.291  0.403
H10 0.424 1.803 -5.924  0.299
H11 -1.754 4.715 0.708  -0.024
H12 -1.383 -1.796 -2.426  0.205
H13 0.723 8.684 2.383  0.303
H14 2.865 -10.813 2.723  0.307
H15 0.085 -10.123 -0.434  0.374
H16 0.004 6.857 1.640  0.134
H17 0.054 3.741 2.230  0.393
H18 0.030 3.386 -5.271  0.196
H19 1.953 -11.657 0.346  0.408
H20 1.935 6.374 2.057  0.224
H21 -0.494 -4.600 2.122  0.003
H22 1.218 7.451 -4.432  0.409
H23 -1.661 7.178 4.817  0.389
H24 2.865 6.055 -3.095  0.355
H25 -1.095 -9.237 2.973  0.424
H26 1.086 -8.739 0.061  0.150
H27 4.535 -10.395 2.315  0.235
H28 2.393 -10.561 -0.964  0.394
H29 -0.030 -7.132 0.996  0.351
H30 2.458 -6.575 3.280  0.322
H31 -1.960 -2.315 -0.412  -0.100
H32 -1.086 -3.855 0.598  0.315
H33 1.072 -9.806 2.300  0.099
H34 3.173 5.147 2.281  0.307
H35 -0.498 5.524 -0.216  0.402
H36 0.007 9.683 3.686  0.339
H37 1.650 9.039 3.848  0.237
H38 -2.118 -0.048 3.515  0.330
H39 1.645 4.990 3.163  0.298
H40 -1.714 8.245 3.413  0.418
H41 -1.309 -6.932 2.165  0.264
H42 -0.228 -2.330 2.695  0.334
H43 0.417 0.084 -2.661  0.352
H44 -0.769 5.337 3.441  0.165
H45 2.000 4.143 -1.566  0.339
H46 -0.358 7.454 -6.051  0.342
H47 2.741 2.778 -3.601  0.526
H48 3.812 -11.854 1.616  0.338
H49 1.740 2.940 -5.587  0.309
H50 0.349 3.622 -1.858  0.108
H51 -1.698 -0.457 -3.659  0.427
H52 -0.568 6.004 -7.050  0.235
H53 -3.555 -1.227 -2.105  0.392
H54 -1.818 -2.733 3.492  0.403
H55 -0.780 5.885 -5.297  0.280
H56 2.103 -7.165 1.648  0.293
H57 2.739 7.108 -5.257  0.398
H58 0.154 3.290 0.545  0.240

Results
2S+1: 1
HOMO energy: -8.58 eV
Kohn-Sham gap: 7.5800 eV

[3]
ORCA calculation (ωB97M-V with the def2-TZVPD basis set) on a 2-piece molecular cluster, C3H8FNP overall at a distorted geometry.

Last column: natural (NBO) charge in e.
Atoms and positions in Å:
P1 1.291 1.639 1.371  0.333
F1 -0.211 -0.550 1.107  -0.389
N1 -2.495 -0.415 -1.416  -0.619
C1 1.895 -1.190 0.649  -0.352
C2 -1.461 0.052 -0.756  0.162
C3 1.072 -0.113 0.646  0.030
H1 1.491 -2.179 0.559  0.223
H2 2.874 -1.117 0.977  0.229
H3 -3.407 0.016 -1.389  0.442
H4 2.593 2.048 1.245  0.019
H5 -0.402 -0.295 -1.019  0.260
H6 -1.612 1.004 -0.191  0.246
H7 -2.428 -1.217 -2.108  0.452
H8 0.802 2.317 0.325  -0.037

Results
2S+1: 1
HOMO energy: -12.75 eV
Energy above the lowest of the compared OMol25 structures with the same formula, charge and spin: 30.9 kcal/mol
Kohn-Sham gap: 7.4864 eV
Net charge: +1

[4]
ORCA calculation (ωB97M-V with the def2-TZVPD basis set) on a 7-piece molecular cluster, H14O7 overall at a distorted geometry.

Last column: natural (NBO) charge in e.
Atoms and positions in Å:
O1 -1.807 0.183 -0.740  -0.983
O2 1.025 -0.792 -1.093  -1.025
O3 -0.373 2.656 -0.187  -1.038
O4 0.681 -2.372 1.105  -0.972
O5 0.763 0.292 1.403  -0.981
O6 1.363 1.568 -1.933  -0.972
O7 -1.620 -1.430 1.664  -0.968
H1 -1.404 -0.542 1.169  0.522
H2 0.862 1.696 -2.728  0.463
H3 0.228 2.236 -0.925  0.507
H4 0.961 -1.187 -0.144  0.562
H5 0.769 -0.153 2.273  0.487
H6 -1.177 0.959 -0.568  0.504
H7 -0.558 3.584 -0.332  0.486
H8 -0.197 -2.283 1.472  0.502
H9 1.030 -1.413 -1.865  0.485
H10 -1.960 -1.861 0.815  0.471
H11 0.680 -3.223 0.553  0.471
H12 -1.208 -0.425 -1.233  0.472
H13 1.265 0.568 -1.716  0.506
H14 0.456 1.204 1.473  0.501

Results
2S+1: 1
HOMO energy: -11.11 eV
Energy above the lowest of the compared OMol25 structures with the same formula, charge and spin: 37.8 kcal/mol
Kohn-Sham gap: 11.2873 eV

Q: What is the Kohn-Sham gap in the first record?
A: 5.0274 eV

Q: The lowest HOMO energy belongs to which entry?
A: C3H8FNP

Q: Among the records above, which one has the highest Kohn-Sham gap?
A: H14O7

Q: What is the 2S+1 in the fourth record?
A: 1